one:
9
Properties=species:S:1:pos:R:3:mulliken_charge:R:1 method="wB97M-V/def2-TZVPD" orbital_gap_ev="7.7 / 7.7"
C -0.82313 -0.16095 -0.13134 -0.224
N 1.52369 1.02715 -1.42441 0.330
N 0.63283 1.21156 -0.54283 0.314
O 2.43032 1.76320 -1.69815 -0.609
O 0.48593 2.25832 0.10021 -0.582
Cl -0.25463 -1.78784 -0.43163 -0.086
H -1.09677 0.12857 0.87077 0.311
H -1.47936 0.29231 -0.87559 0.320
H 1.36518 0.27200 -2.08501 0.225

---

two:
9
Properties=species:S:1:pos:R:3:mulliken_charge:R:1 method="wB97M-V/def2-TZVPD" orbital_gap_ev="8.1 / 8.6"
C -0.17175 0.92342 0.25462 -0.456
N 1.31644 -0.68571 -0.74703 -0.352
N 0.75366 1.90798 0.07178 0.778
O 1.65333 1.94682 0.92164 -0.478
O 0.71437 2.60710 -0.92334 -0.573
Cl 2.72019 -0.18072 -0.01158 0.082
H -0.86489 0.75576 -0.55842 0.355
H -0.29494 0.44606 1.20546 0.367
H 0.96890 -1.48045 -0.20178 0.276

---

Verdict on stability: one comes out on top.

---

one:
25
Properties=species:S:1:pos:R:3:mulliken_charge:R:1 method="wB97M-V/def2-TZVPD" orbital_gap_ev=9.0
C -0.10917 0.85308 -2.51963 -1.405
C -2.94844 -0.98311 -0.86187 -0.640
C -2.55482 -0.82655 0.47316 0.709
C -2.24593 -0.29571 -1.82020 -0.345
C -1.09180 0.41198 -1.51299 0.317
C -1.60382 0.08004 0.88434 -0.687
C -0.75404 0.54670 -0.16682 -0.027
O -3.20539 -1.68511 1.34008 -0.524
H -3.71425 -1.69688 -1.12926 0.392
H -2.60976 -0.36888 -2.84345 0.362
H -1.55063 0.41949 1.89941 0.460
H -2.67856 -1.72002 2.14300 0.308
H 0.08107 0.12701 -3.30913 0.324
H 0.80993 1.27994 -2.14578 0.319
H 0.17362 0.89057 0.24608 0.044
H -0.47684 1.75241 -3.08974 0.309
C 1.77024 0.63683 2.36395 -0.797
C 3.72152 -0.35750 0.34667 -0.739
S 2.26208 -0.81625 1.43120 -0.062
H 0.96056 1.23865 1.94492 0.238
H 1.38696 0.20949 3.29599 0.271
H 2.59012 1.31715 2.53928 0.389
H 3.27885 -0.32382 -0.63327 0.214
H 4.31083 -1.26369 0.47604 0.276
H 4.19764 0.57417 0.64800 0.295

---

two:
25
Properties=species:S:1:pos:R:3:mulliken_charge:R:1 method="wB97M-V/def2-TZVPD" orbital_gap_ev=9.0
C -1.56007 2.44213 1.33843 -0.731
C 0.34886 3.03211 -0.68485 -0.630
S -1.47830 3.03709 -0.31336 -0.062
H -1.65629 3.30719 2.03885 0.303
H -2.47810 1.95667 1.56510 0.308
H -0.59932 1.84165 1.56793 0.163
H 0.24611 3.48258 -1.65064 0.279
H 0.81758 2.09828 -0.69341 0.034
H 0.98664 3.82447 -0.13624 0.326
C 2.05384 -2.13441 1.50333 -1.153
C -1.18256 -1.90849 -0.41867 -0.600
C -0.19571 -2.28272 0.46821 -0.629
C -0.86936 -1.16690 -1.57479 0.745
C 1.06589 -1.65033 0.45504 0.694
C 0.42366 -0.57330 -1.62725 -0.554
C 1.32000 -0.77470 -0.53754 -0.420
O -1.75308 -0.85343 -2.54726 -0.587
H -2.16239 -2.37719 -0.11321 0.219
H -0.32540 -3.05944 1.21157 0.214
H -2.75658 -1.21207 -2.46528 0.344
H 0.58200 0.21111 -2.28092 0.540
H 1.47798 -3.00146 2.03941 0.273
H 2.37116 -1.46194 2.25921 0.313
H 2.29412 -0.26047 -0.41994 0.346
H 3.02934 -2.51644 1.01627 0.265

---

Verdict on stability: one comes out on top.

---

one:
15
Properties=species:S:1:pos:R:3:mulliken_charge:R:1 method="wB97M-V/def2-TZVPD" orbital_gap_ev=10.0
C 0.46391 0.58421 1.14831 -0.977
C 0.76265 0.31309 -0.97891 -0.601
C -0.56087 -1.37282 0.08509 -1.100
C 0.78061 -0.57347 0.28703 0.165
C -0.27428 1.20285 -0.06903 -0.219
P -1.82479 0.15305 0.04101 -0.089
H -0.09083 0.46442 1.98825 0.452
H 1.34787 1.26704 1.53385 0.237
H 1.68923 0.96196 -1.03269 0.295
H 0.27877 -0.17449 -1.94000 0.255
H -0.69619 -1.82619 -0.80288 0.511
H -0.91131 -1.97314 0.94221 0.330
H 1.69039 -1.29125 0.29727 0.328
H -0.54491 2.31792 -0.05960 0.395
H -2.11023 -0.05317 -1.43991 0.018

---

two:
15
Properties=species:S:1:pos:R:3:mulliken_charge:R:1 method="wB97M-V/def2-TZVPD" orbital_gap_ev=7.7
C -0.46246 0.46421 -2.36427 0.188
C -0.04859 -0.25824 1.64769 0.205
C -1.01398 1.05437 -3.58506 -0.734
C -0.17265 -1.67181 1.93460 -1.101
C 1.20204 0.35783 2.15647 -0.970
P -0.15921 0.06694 -0.88096 -0.226
H -0.32475 1.65709 -4.31881 0.256
H -1.67328 1.91041 -3.39385 0.258
H -1.57252 0.35332 -4.20099 0.257
H 0.83937 -1.98879 2.23956 0.276
H -0.81557 -2.03376 1.16678 0.385
H -0.65457 -1.71184 2.96193 0.318
H 1.00846 1.33134 2.61373 0.320
H 1.93786 0.79220 1.32991 0.282
H 1.90984 -0.32328 2.69326 0.286

---

three:
15
Properties=species:S:1:pos:R:3:mulliken_charge:R:1 method="wB97M-V/def2-TZVPD" orbital_gap_ev="7.4 / 8.1"
C 1.13554 0.19928 -0.21102 -0.522
C -1.44536 -0.40185 -0.17815 0.385
C 1.62229 1.57849 0.39661 -0.957
C -1.25646 -1.61686 0.51772 -1.128
C -0.10698 0.10864 -0.89968 -0.643
P -2.90685 0.34445 -0.09104 -0.118
H 0.69868 2.23587 0.50812 0.273
H 2.27784 2.06460 -0.30707 0.278
H 2.08518 1.36239 1.42258 0.289
H -0.19729 -1.52496 0.89919 0.218
H -1.39569 -2.29017 -0.36775 0.273
H -1.99717 -1.77429 1.36705 0.409
H -0.02867 -0.77644 -1.60093 0.229
H 1.79664 -0.53304 0.08361 0.625
H -0.28172 1.02390 -1.53924 0.389

---

Verdict on stability: one comes out on top.

---

one:
15
Properties=species:S:1:pos:R:3:mulliken_charge:R:1 method="wB97M-V/def2-TZVPD" orbital_gap_ev=8.4
C -1.30392 -1.01443 -1.23304 0.045
C -0.23628 -0.91289 -0.76881 -0.217
C -2.35499 -1.22675 -2.17704 -1.123
C 0.31190 0.33366 2.15190 -0.805
C 2.31834 1.10460 0.43869 -0.960
P 1.55322 -0.46219 1.09966 0.318
H -3.30776 -1.34950 -1.76109 0.300
H -2.33531 -0.21970 -2.68963 0.227
H -2.11664 -1.96476 -2.81003 0.340
H -0.60366 0.02402 1.62167 0.218
H 0.39477 1.40614 2.10099 0.286
H 0.33792 0.05253 3.14160 0.386
H 3.16619 1.45740 1.13527 0.313
H 1.52677 1.91606 0.23299 0.309
H 2.64946 0.85579 -0.48313 0.363

---

two:
15
Properties=species:S:1:pos:R:3:mulliken_charge:R:1 method="wB97M-V/def2-TZVPD" orbital_gap_ev="7.9 / 7.8"
C 3.03651 0.28399 -0.05917 -0.839
C -2.96281 -0.67857 0.08555 -0.397
C -1.84107 -0.56820 -0.91470 -0.271
C -1.60940 -0.32575 0.62412 -0.313
C 1.69844 0.95501 0.12766 -0.587
P -1.18427 1.09293 -0.46961 -0.080
H 3.10860 0.08942 -1.16772 0.215
H 3.13938 -0.60219 0.44576 0.334
H -3.82102 0.16595 -0.02203 0.178
H -3.45159 -1.70382 0.25894 0.232
H -1.41735 -1.38256 -1.52800 0.290
H -1.09324 -0.77247 1.44223 0.405
H 3.73523 1.02367 0.37242 0.260
H 1.62164 2.06485 0.02731 0.338
H 1.04094 0.35776 0.77723 0.236

---

Verdict on stability: one comes out on top.